[1]
Entry from the OMol25 dataset: a cluster of 6 separate species, C26H47O16PS5 in total at a distorted geometry (the ωB97M-V functional and the def2-TZVPD basis).

- HOMO-LUMO gap: 8.95 eV
- Energy: -123947.3434 eV
- Net charge: 0
- SMILES: CCC1=C(P(=O)(O)O)C(=O)OC1=O.O=S1(=O)CCCC1.O=S1(=O)CCCC1.O=S1(=O)CCCC1.O=S1(=O)CCCC1.O=S1(=O)CCCC1

```
95
C26H47O16PS5, DFT the ωB97M-V functional and the def2-TZVPD basis
C -4.32932 -2.50780 0.18747
O -6.19782 -3.12899 9.19463
H 8.20537 2.86875 -4.45235
H -2.54440 -1.86977 4.86726
C -5.39759 -1.77105 6.64810
H 1.98038 0.56165 -3.40743
C 7.39889 -0.00058 -6.09975
H 8.22568 6.29338 -8.36340
O 7.61659 4.42826 -6.60705
H -7.95321 -0.95567 11.27414
H 3.55450 -3.28902 -4.39604
C 8.15747 1.31545 -5.98508
O -0.78361 1.27039 -0.54598
C 7.87751 1.83464 -4.57418
O -5.81851 -2.39996 4.12144
H -2.62230 0.14445 6.15785
O 6.48514 3.28224 -8.55953
C -7.55404 -2.88853 12.17820
C 6.37699 6.43360 -9.49239
O -4.26673 -1.13819 -2.85089
O -5.85398 -0.67557 9.71204
O -1.92000 -2.28865 2.22091
H -5.83452 -3.25753 13.47350
C -3.49760 -1.34076 4.83033
H 1.90219 -2.94659 -4.90794
H -4.94150 -2.56595 2.34899
O 4.92222 0.84497 -6.35006
H 5.83537 2.59482 -4.64064
O -4.19834 -3.79608 5.47825
H 5.22797 5.58243 -6.44014
H -3.63976 -0.90129 3.84308
C -2.78591 -0.38847 -0.58646
H -4.25526 0.52456 5.61243
C 2.15700 -2.94434 -2.76273
H -4.42823 -1.72375 11.69488
O 2.15786 -0.89217 -1.11274
C 2.67426 -2.68023 -4.17824
H -1.75628 -0.05757 -3.16337
H -8.33730 -2.74430 12.92469
C 7.56085 5.64869 -8.94231
H -5.73332 -2.53759 7.34019
C -5.34473 -2.08378 1.39534
H 0.91211 -0.52472 -4.34618
H 5.83873 5.83125 -10.23103
C -7.76163 -1.98642 10.96844
O -4.89507 1.25329 -1.97921
H 3.88284 -0.95246 -3.70793
H -3.46981 -1.64780 7.61324
H 6.15697 1.48453 -3.27879
H 8.42707 1.22792 -3.84688
H 8.12417 5.12371 -9.71312
C 1.77603 -0.47375 -3.67877
H 7.88708 -0.78827 -5.52162
H -6.21503 -1.55536 13.21943
S 6.82634 4.47364 -7.81836
C 6.37449 1.70002 -4.32540
H -6.42915 -2.31402 1.16104
O 5.46343 -0.78061 -4.48629
H 7.25423 -0.32547 -7.12977
H 3.15051 -0.87882 -5.31587
C -2.01126 -1.37118 1.39821
C 5.46909 6.71137 -8.29221
H 1.41739 -3.74546 -2.74727
C -1.50254 0.38776 -0.02088
S -6.19284 -2.02002 10.11963
H -3.95571 -3.58723 0.30675
H 6.69913 7.35607 -9.97908
C -5.20661 -2.47177 11.54282
C -3.12757 -1.45769 0.26578
S 1.39229 -1.42111 -2.21710
H 2.97193 -3.17735 -2.07577
C 2.98079 -1.18567 -4.28354
C -6.17134 -2.53307 12.72920
H -4.75376 -3.44450 11.34452
H -8.55176 -2.33401 10.30358
O -0.03863 -1.59688 -2.14067
C -3.59966 -0.29014 5.93679
H 7.78102 2.03000 -6.72189
S -4.80120 -2.52613 5.14544
H -5.19500 -0.94984 1.52321
H 4.48478 4.81143 -7.86946
H -4.50798 -0.25064 7.92154
O -2.43004 0.67092 -3.23911
H -6.22808 -1.11214 6.38414
S 5.81962 0.33416 -5.33938
H -4.87643 -2.47343 -0.81534
H 5.93015 7.47312 -7.65550
O -1.29821 -0.15213 1.28915
H 4.49365 7.09120 -8.60280
P -3.66487 0.11625 -2.18291
H -7.56969 -3.93861 11.86961
C 5.32845 5.40316 -7.51083
C -4.20667 -0.97323 7.16413
H -5.72994 0.72700 -2.05689
H 9.22622 1.17903 -6.16185
```



[2]
Entry from the OMol25 dataset: a cluster of 2 separate species, C35H41N4OS in total at a distorted geometry (the ωB97M-V functional and the def2-TZVPD basis).

- HOMO-LUMO gap: 5.20 eV
- Energy: -55798.4404 eV
- Net charge: +1

```
82
C35H41N4OS, DFT the ωB97M-V functional and the def2-TZVPD basis
H 4.67830 2.57440 2.58091
O -6.05670 -0.93881 1.75580
H 3.14314 4.80249 2.19750
C 5.21143 -1.66225 -1.13934
H 7.19690 -4.42366 -1.19140
N -3.25100 -0.31367 -0.28985
H -1.56430 0.80024 0.18994
C -4.42396 -1.58879 5.52030
C 1.66300 3.78406 0.03483
H -5.27251 0.34058 -2.14961
H -2.00519 -0.44279 -2.59570
H -6.94996 -2.49768 0.07132
C -3.81968 -0.14678 1.05342
H 1.52086 2.26885 1.57563
C 2.42805 4.00155 2.43832
H 5.78495 0.25914 2.32548
C 7.31822 -2.83393 0.27459
C -2.89573 -0.66897 2.16250
H -5.85368 -3.32734 -1.07504
C -4.58804 -0.47174 -2.42849
C 5.75682 -2.86138 -1.59665
C 5.44410 0.90809 1.51389
C -0.31092 -0.21624 -4.54205
H -4.85427 1.79467 5.59502
H 1.63424 3.10615 -0.82574
H 7.20206 -1.07324 1.57448
H 4.15902 3.10423 0.31840
H -3.62535 1.58618 3.42759
C 6.79920 -3.45975 -0.86549
H -1.26384 -0.71153 -4.34315
C -4.82920 -0.33464 5.99611
H -5.35955 -0.25109 6.94964
H 5.34421 -3.29486 -2.49923
C 2.22883 3.05558 1.24907
C 5.76076 -1.03520 -0.02126
C 0.36411 0.47018 -3.48605
H -4.02914 -3.01593 -2.26162
H -3.78159 -0.06677 -3.04344
C 3.95329 0.38629 -0.41101
S 3.81605 -0.78321 -1.72318
C 0.24560 -0.28896 -5.81518
C -1.43418 0.07433 -1.82640
H 2.30659 4.63875 -0.22281
C 3.51486 2.33760 0.80411
C 4.28785 1.76060 1.96520
H 6.28751 1.55009 1.22014
H 8.11280 -3.30826 0.84844
C -0.14968 0.51484 -2.15280
N 3.12524 1.35473 -0.21534
C -3.50848 -0.55519 3.53898
H -1.96247 -0.08281 2.13585
C -3.34513 -2.45865 -1.60887
C 1.58872 1.11854 -3.79729
C -2.05384 0.22922 -0.59576
H 3.04979 1.61036 -5.29708
H 0.65157 4.14562 0.24478
H -5.13780 -1.21532 -3.02093
N 5.03489 0.08258 0.37244
H 1.87612 0.30696 -7.09743
H -2.65364 -1.72067 1.94628
H -4.04412 0.92326 1.24154
C 6.81852 -1.59402 0.69753
C 2.11783 1.07629 -5.08126
C -3.86671 0.70370 4.02500
H 3.61366 1.17011 2.59864
H -4.66028 -2.49203 6.08151
C -4.05777 -1.17439 -1.17262
H 1.47275 4.47103 2.70010
N -5.16231 -1.50421 -0.29527
H 2.10172 1.65077 -2.98727
H -3.36369 -2.65742 3.94425
H -3.09872 -3.07340 -0.73290
C -4.54140 0.81149 5.24445
H -0.28941 -0.84736 -6.58936
C 1.46197 0.35244 -6.09335
C -5.14878 -0.90264 0.93010
H 2.78281 3.46879 3.32842
C -3.72426 -1.69526 4.31656
H 0.51087 0.89862 -1.37556
H -2.43152 -2.24628 -2.16844
H -6.75995 -1.90470 -1.60734
C -6.24049 -2.35158 -0.74746
```



[3]
Entry from the OMol25 dataset: the ion C32H47IN5OS2 with charge +1 at a distorted geometry (the ωB97M-V functional and the def2-TZVPD basis).

- HOMO-LUMO gap: 6.30 eV
- Energy: -73180.2979 eV
- Net charge: +1
- SMILES: COCCCCCCCCCC/[N+](C[C@@H](C)I)=c1/nc(CCCSC(=S)N(c2ccccc2)c2ccccc2)[nH][nH]1

```
88
C32H47IN5OS2, DFT the ωB97M-V functional and the def2-TZVPD basis
H -4.40327 5.36313 2.83745
C -1.31524 4.75632 1.04255
C -2.00994 5.70078 3.27672
C -0.97490 6.69873 4.06572
C -0.96543 3.51725 -0.02531
C 5.57148 -2.68777 0.00039
H -3.05190 1.12767 2.59185
N 1.10811 -3.29461 2.96158
H 2.73938 -1.31652 -2.45993
H -0.95802 2.42833 0.41060
N 2.29612 -2.30676 -0.56072
C -3.62136 6.07355 3.38359
C -0.64075 3.77947 -1.63736
C 6.80507 -0.22235 0.01118
I 0.64316 -0.52065 -4.19625
H 2.34078 6.12311 -0.51484
C 2.05378 -1.14400 -1.49802
C 4.73329 2.44095 0.40724
C -0.60413 3.60849 3.17391
C 4.95575 2.52240 -1.21470
H 4.45107 -0.60068 0.12486
H -1.01518 7.64503 -1.69135
H 7.03792 0.56202 0.85010
H 0.17822 6.49820 4.05173
H 7.04588 -0.40261 -2.27104
H 4.41581 0.29594 -1.86150
H -2.83576 -0.92831 4.16868
H -1.55355 7.23140 0.98712
H 5.46517 -1.10005 1.63225
H 3.25654 -4.31266 -0.29420
C -0.52737 -1.27835 3.95467
C -1.52365 8.00428 4.93764
H 0.43643 0.95696 -0.75783
H -1.07752 -0.19800 -0.51921
H -0.42466 2.85140 -2.34397
H -0.93002 0.71759 -2.16174
H -1.28320 0.81787 1.84368
H 3.86757 3.59548 2.19108
C 4.73794 -2.94469 -1.39239
C -1.93398 0.82614 2.84022
N 1.79385 -3.46117 1.75255
H 0.04161 -0.46301 4.60291
C 0.43452 -1.94005 2.78078
C -1.97006 -0.72198 3.37980
S 1.07353 3.88273 3.20633
C 6.76122 0.44168 -1.48528
H 1.55966 5.89701 1.18881
H -2.23159 -1.41260 2.44541
H 4.18744 1.46841 0.76179
C -0.28453 0.19120 -1.31958
H 2.74186 -3.83628 -2.09234
H 2.35823 -0.09230 -1.06991
S -1.26144 2.06560 4.08591
C -4.24323 7.34510 4.21512
C 1.70658 -2.37690 0.69765
C 0.50959 -1.05019 -2.04032
H 5.13720 -3.35221 0.88984
H -0.79234 -2.15158 4.72330
H 3.41086 6.24720 1.09867
C 3.20478 -3.43633 -1.06813
H -0.01021 -2.09506 -1.94462
C 5.31698 1.07614 -1.92930
H 2.31057 -4.37136 1.69165
H 4.89975 4.65750 0.98632
H -5.41957 7.50795 4.22848
H 7.71411 -0.99574 0.00587
C 2.52861 5.66018 0.56536
C 4.05355 3.82084 1.05697
N 0.79470 -1.38798 1.39067
H 7.57624 1.30362 -1.56686
H -0.45569 5.51452 -3.45816
H -0.77617 8.73189 5.50118
C -1.30466 6.27423 0.36136
C -3.16289 8.33042 4.98714
H 6.70398 -2.96620 -0.15747
C -0.65213 5.30982 -2.31017
H -3.56354 9.26377 5.57078
H 4.78132 -2.00832 -2.10122
H 1.05473 -3.94316 3.80055
C 5.47340 -1.07651 0.43858
H 5.30340 -3.83423 -1.95151
C -0.97708 6.53902 -1.25618
H 5.71635 3.35177 -1.56750
N -1.64786 4.46187 2.48822
H 5.82454 2.39535 0.88877
H 3.90382 2.84694 -1.67658
O 2.80870 4.22561 0.38567
H 5.40754 1.31780 -3.09512
```



[4]
Entry from the OMol25 dataset: a cluster of 2 separate species, C8H6O4S in total at a distorted geometry (the ωB97M-V functional and the def2-TZVPD basis).

- HOMO-LUMO gap: 9.43 eV
- Energy: -27415.6689 eV
- Net charge: 0

```
19
C8H6O4S, DFT the ωB97M-V functional and the def2-TZVPD basis
C 0.83711 -0.15920 -0.98874
O 2.19523 -2.61286 -0.67091
C -0.32562 -0.52642 1.05682
C 0.57609 -0.93245 0.16346
C -0.01688 0.87292 -1.30275
O 4.84624 0.90390 1.22828
H 0.02644 1.48236 -2.17804
H -1.79954 1.88081 -0.83976
C -1.20758 0.57371 0.77003
C -1.07655 1.21650 -0.44266
H -2.02170 0.64419 1.47054
H 1.51428 -2.75767 1.36541
C 1.63151 -2.05034 0.50914
S 5.45291 0.67198 -0.05797
C 2.90140 -1.72579 -0.02807
H 1.75165 -0.39271 -1.59253
O 5.07663 1.77962 -0.95078
H -0.55065 -1.17113 1.91066
O 3.90723 -1.12873 -0.14604
```



Number 1: LUMO level -0.7185 eV. Number 2: LUMO level -4.5931 eV. Number 3: LUMO level -3.3593 eV. Number 4: LUMO level -0.3241 eV.